# C50H78BBiF4N5O6S

C50H78BBiF4N5O6S as an isolated structure (wB97M-V/def2-TZVPD, the Open Molecules 2025 dataset).

## Properties
Kohn-Sham gap	7.3918	eV
energy above the lowest of the compared OMol25 structures with the same formula, charge and spin	31.5	kcal/mol
spin multiplicity	1
HOMO	-5.59	eV
E	-3714.72932	hartree
total charge	-1

Structure (XYZ):
```
146
Properties=species:S:1:pos:R:3:mulliken_charge:R:1
Bi -0.15152 -0.53151 0.76341 3.3281
C -2.34575 -3.80686 2.40970 -0.5585
N -1.95571 -2.39648 2.34106 0.2133
C -2.90775 -4.33828 1.09779 -0.9113
C -3.05850 -1.45045 2.24685 -0.6916
C -2.73477 -0.13946 2.95418 -1.6762
N -1.57622 0.64927 2.44291 1.0461
C -2.01908 1.91773 1.83675 -1.1938
C -3.01413 1.78698 0.72806 0.1567
C -4.26132 2.36333 0.89808 -0.4618
C -5.18290 2.41569 -0.13228 -0.8989
C -4.78010 1.88514 -1.34833 0.0369
C -3.54450 1.28454 -1.57945 -1.3815
C -2.62509 1.18918 -0.48769 0.2856
O -1.39856 0.64315 -0.59020 -0.6299
C -3.27037 0.79167 -3.00978 2.9287
C -4.24620 1.37916 -4.03930 -2.5155
C -1.86677 1.22416 -3.46429 -1.5326
C -3.44434 -0.73215 -3.03236 -1.1448
C -6.52956 3.10623 0.07628 2.2597
C -7.41662 3.04625 -1.16909 -2.2299
C -7.27833 2.43541 1.23611 -1.6797
C -6.26793 4.58510 0.40763 -1.6554
C -0.64031 0.93413 3.56708 -1.4601
C 0.38962 2.01193 3.32477 0.0333
C 0.49485 3.01197 4.28765 -0.2623
C 1.45274 4.00506 4.21216 -0.9410
C 2.34874 3.93274 3.14539 -0.2086
C 2.29259 2.96010 2.16157 -0.2576
C 1.24667 2.00057 2.21548 0.6278
O 1.10081 1.15200 1.20404 -0.5842
C 3.34673 2.90812 1.04827 2.4819
C 4.03570 1.53173 1.08681 -1.5689
C 4.43575 3.96924 1.22967 -2.5556
C 2.67634 3.13258 -0.31716 -1.2332
C 1.55624 5.15097 5.21391 2.1493
C 2.93103 5.12665 5.89747 -1.6654
C 1.37364 6.48660 4.47632 -1.5597
C 0.48332 5.07127 6.30296 -2.2125
H -3.08779 -3.95978 3.21049 0.4256
H -1.36766 -2.20210 3.14899 -0.1735
H -1.44593 -4.36424 2.66765 0.2787
H -3.15713 -5.39526 1.20319 0.4607
H -2.16071 -4.22176 0.31854 -0.0320
H -3.80721 -3.79526 0.79884 0.2983
H -3.96884 -1.85243 2.71679 0.6478
H -3.29346 -1.25727 1.19236 0.0672
H -2.54701 -0.38531 4.00271 0.6130
H -3.62176 0.49639 2.90776 0.3633
H -1.13304 2.41385 1.43935 0.1730
H -2.44029 2.55636 2.62504 0.5944
H -4.49428 2.80571 1.86138 0.5151
H -5.46567 1.94828 -2.17877 0.4715
H -4.23986 2.47104 -4.01655 0.4257
H -5.26731 1.02276 -3.89184 0.4498
H -3.92575 1.05904 -5.03247 0.4770
H -1.80742 2.31560 -3.46537 0.3870
H -1.65905 0.86347 -4.47486 0.4999
H -1.11064 0.84722 -2.79230 -0.0772
H -4.50588 -0.98836 -2.98670 0.3354
H -2.94708 -1.18624 -2.18676 -0.1989
H -3.02893 -1.15607 -3.95224 0.4077
H -7.62025 2.01305 -1.45625 0.4011
H -6.94698 3.55923 -2.01009 0.3742
H -8.37023 3.53763 -0.96640 0.4475
H -7.46707 1.38574 1.00334 0.3735
H -8.23567 2.93110 1.41595 0.4540
H -6.69580 2.47341 2.15680 0.3130
H -5.63420 5.02892 -0.36176 0.3463
H -5.75569 4.68711 1.36486 0.3266
H -7.20222 5.15054 0.45694 0.4619
H -0.13716 0.00040 3.82717 0.1194
H -1.23415 1.24946 4.43392 0.6171
H -0.19851 2.98305 5.11936 0.6573
H 3.12239 4.68552 3.08301 0.4914
H 4.48534 1.36874 2.06848 0.3576
H 4.82339 1.47718 0.32999 0.4848
H 3.31497 0.74067 0.89937 0.0461
H 4.93328 3.86040 2.19582 0.4412
H 4.03883 4.98347 1.14482 0.4053
H 5.19256 3.84289 0.45316 0.4728
H 1.96973 2.33236 -0.52100 -0.2858
H 3.42757 3.15777 -1.11232 0.4963
H 2.13868 4.08402 -0.32441 0.3263
H 3.73721 5.25714 5.17484 0.3049
H 3.08187 4.17224 6.40437 0.3516
H 3.00417 5.92782 6.63761 0.4775
H 2.12082 6.61622 3.69306 0.3037
H 1.46098 7.32362 5.17425 0.4533
H 0.38684 6.52615 4.01140 0.3479
H 0.59482 4.16589 6.90198 0.3807
H -0.51789 5.08767 5.86900 0.4050
H 0.57451 5.93104 6.96967 0.4432
O -1.15067 -2.04708 -1.13926 -0.0126
C -0.45675 -2.38791 -2.08547 -2.0359
C 0.47562 -1.55011 -2.83892 3.2241
C 0.47942 -1.72111 -4.21181 -0.6395
C 1.16540 -0.85299 -5.04585 -1.4437
C 1.89761 0.21248 -4.49289 -0.5049
C 1.96803 0.35453 -3.13857 -0.7769
C 1.26176 -0.50641 -2.24203 0.2591
O 1.41814 -0.36350 -0.98436 -0.3582
N 1.09431 -1.01885 -6.46438 1.1342
O 0.51392 -2.00117 -6.91365 -0.6983
O 1.62176 -0.17523 -7.17846 -0.6994
H -0.66417 -3.36052 -2.57049 0.0923
H -0.10983 -2.50723 -4.66886 0.6759
H 2.38797 0.90445 -5.16281 0.5215
H 2.53727 1.15770 -2.68854 0.2275
F 0.80559 -1.76075 3.48675 -0.0917
B 1.56332 -2.91432 3.90300 0.2833
F 2.88985 -2.74638 3.51261 -0.4033
F 1.45378 -3.02453 5.29532 -0.3745
F 0.99453 -4.04320 3.28719 -0.3735
C 5.28311 -2.20356 -5.93970 -1.2305
C 5.59313 -2.64631 -4.51284 -0.6707
C 4.41603 -2.41449 -3.57101 0.8518
C 4.72392 -2.88236 -2.14423 -1.9056
N 3.56305 -2.86634 -1.28122 0.3075
C 2.58322 -3.78650 -1.25243 -0.2944
S 1.29647 -3.54850 -0.20766 -0.0003
N 2.68371 -4.84513 -2.08484 0.3307
C 1.70152 -5.90923 -2.20711 -0.7217
C 2.23133 -7.28760 -1.80335 -0.8763
C 2.24728 -7.54874 -0.29326 -0.3292
C 3.32831 -6.77839 0.46471 -0.9082
H 6.12950 -2.40004 -6.59889 0.4055
H 5.06279 -1.13584 -5.97411 0.2906
H 4.41533 -2.73820 -6.32910 0.3114
H 6.46498 -2.09947 -4.14128 0.3149
H 5.85293 -3.71006 -4.51001 0.3437
H 3.53597 -2.94785 -3.94320 0.2367
H 4.15930 -1.35237 -3.54850 0.1331
H 5.47836 -2.23498 -1.69692 0.4607
H 5.14453 -3.89404 -2.16555 0.2931
H 3.35712 -2.03338 -0.75004 -0.1609
H 3.52360 -4.94685 -2.63072 0.1731
H 1.36026 -5.93999 -3.24694 0.3614
H 0.86163 -5.63748 -1.57161 0.3769
H 3.24133 -7.42168 -2.20789 0.3381
H 1.58952 -8.03312 -2.28053 0.3674
H 2.39823 -8.62102 -0.13942 0.3479
H 1.27005 -7.29097 0.12323 0.2012
H 4.29656 -6.87877 -0.03312 0.2862
H 3.42544 -7.16182 1.48032 0.3695
H 3.07668 -5.72232 0.54420 0.1091
```

# C50H80F3N5O6

A 11-piece molecular cluster, C50H80F3N5O6 overall (wB97M-V/def2-TZVPD, the Open Molecules 2025 dataset).

## Properties
Kohn-Sham gap	9.8369	eV
spin multiplicity	1
HOMO	-9.32	eV
E	-2977.73808	hartree
total charge	0

Structure (XYZ):
```
144
Properties=species:S:1:pos:R:3:mulliken_charge:R:1
F -1.92835 -5.09920 1.59525 -0.3932
C -3.07534 -4.57095 1.11217 0.6271
C -4.22690 -5.20997 1.53488 -0.1437
C -5.46797 -4.77172 1.12249 -0.5379
C -5.48642 -3.69333 0.23314 -0.4695
C -4.36510 -3.11133 -0.24044 -0.4352
C -3.10151 -3.45787 0.28494 -0.3038
H -4.16785 -6.07310 2.25539 0.3585
H -6.42045 -5.16003 1.53967 0.3945
H -6.46515 -3.46582 -0.24423 0.3266
H -4.41731 -2.30911 -1.02998 0.3856
H -2.09423 -2.96693 0.02008 0.1563
F 2.29730 -1.36630 6.94729 -0.3687
C 2.02620 -2.07687 5.84423 0.2166
C 2.84034 -3.08237 5.43269 -0.3428
C 2.52346 -3.82394 4.33689 -0.7210
C 1.38340 -3.49933 3.58278 -0.3372
C 0.47359 -2.57939 4.07895 -0.9016
C 0.89113 -1.78008 5.16147 0.0515
H 3.76487 -3.32566 5.93527 0.4370
H 3.20434 -4.58405 3.97635 0.4240
H 1.11708 -4.11496 2.73727 0.5455
H -0.42642 -2.26588 3.57986 0.6391
H 0.17183 -0.96857 5.43878 0.3700
F 0.72279 -3.11153 -0.64704 -0.5886
C 0.59791 -1.76000 -0.61292 0.3328
C 0.90207 -1.10896 0.55233 -0.1366
C 0.71249 0.27289 0.59218 -1.0091
C 0.17824 0.92264 -0.49979 -0.8703
C -0.15956 0.27000 -1.64580 -0.1180
C 0.06336 -1.10131 -1.71655 -0.7849
H 1.31328 -1.59335 1.41359 0.3797
H 0.87560 0.84460 1.48642 0.8321
H 0.08828 1.99866 -0.47195 0.1641
H -0.67180 0.80444 -2.34440 0.9700
H -0.25095 -1.65635 -2.56393 0.6317
C -0.71143 1.67996 -5.81018 -1.0722
C -2.20108 2.07158 -6.02258 -0.4637
C -2.97159 1.84378 -4.74816 0.6147
C -2.73588 0.46163 -4.20905 0.0267
N -2.67013 -0.56932 -3.73497 -0.3830
H -0.74971 0.70219 -5.38192 0.3665
H -0.18365 2.26989 -5.07668 0.1903
H -0.06071 1.63264 -6.72301 0.3753
H -2.72473 1.53062 -6.84596 0.3400
H -2.34498 3.15297 -6.19517 0.2235
H -4.06533 1.85402 -4.95464 0.4246
H -2.73566 2.60502 -4.02049 -0.5584
C 0.57386 6.67937 2.41095 -1.3252
C -0.00265 5.25313 2.42720 -0.8173
C 0.86559 4.25781 1.78853 0.9455
C 1.25417 4.47880 0.43598 0.2993
N 1.37055 4.78705 -0.66484 -0.5634
H 0.58155 7.04262 1.41737 0.3355
H 1.66621 6.54503 2.63926 0.2982
H 0.08394 7.37816 3.11599 0.3864
H -0.94099 5.27623 1.94007 0.3897
H -0.21679 4.90283 3.40360 0.3765
H 0.44642 3.29599 1.79947 -0.6513
H 1.74644 4.18495 2.39404 0.3515
C 3.17892 1.81416 -3.47619 -0.0973
C 3.65700 3.08014 -4.04431 -0.8833
C 3.38033 4.26284 -3.08598 0.1935
C 4.35491 4.29792 -1.96257 0.2215
N 4.97889 4.48094 -1.03407 -0.5514
H 3.56429 0.97413 -4.11619 0.3659
H 2.07753 1.83102 -3.58115 -0.1559
H 3.45864 1.72057 -2.41918 0.0105
H 3.38244 3.16900 -5.07466 0.4484
H 4.79554 3.05302 -4.13015 0.3401
H 2.34494 4.25484 -2.72032 -0.2023
H 3.43597 5.22504 -3.60332 0.3723
C -2.65390 -5.08063 -3.85145 -1.3873
C -3.09432 -5.51113 -2.47912 0.5487
C -2.43081 -6.70406 -1.78120 -0.0225
C -2.63697 -7.98810 -2.46476 0.0679
N -2.59889 -9.05583 -2.85188 -0.4650
H -3.11603 -4.22507 -4.26457 0.4187
H -2.73769 -5.84167 -4.58979 0.3799
H -1.58220 -4.80824 -3.85325 0.2718
H -4.18738 -5.65102 -2.46764 0.2944
H -2.97001 -4.74335 -1.69376 -0.3986
H -2.70745 -6.75317 -0.72496 0.1485
H -1.33166 -6.51899 -1.86647 0.1399
C 3.96510 2.29132 1.39282 -0.0371
C 4.80291 1.30031 2.14081 -0.9936
C 3.98951 0.24987 2.85371 1.4254
C 3.03525 0.83010 3.72946 -0.0164
N 2.27976 1.30036 4.46177 -0.6163
H 4.52134 3.11028 0.97494 0.3902
H 3.24507 2.78184 2.07569 -0.3273
H 3.29271 1.77138 0.64305 0.0409
H 5.51677 1.75407 2.84227 0.3855
H 5.44185 0.78732 1.42853 0.3069
H 4.63254 -0.47758 3.46117 0.5670
H 3.39146 -0.35238 2.15115 -1.1322
C -1.58029 5.90730 -4.23678 -0.9446
O -1.84945 4.78505 -3.39223 -0.1654
C -1.82455 5.19414 -2.00693 -0.4127
C -2.87660 4.33722 -1.24181 -0.7145
O -2.25414 3.06080 -1.00575 0.0957
C -3.10816 2.11186 -0.45509 -0.8530
H -0.61880 6.32276 -3.95184 0.3377
H -2.35142 6.66253 -4.11077 0.3446
H -1.53073 5.57286 -5.24129 0.2584
H -2.08210 6.25133 -1.98516 0.6036
H -0.83118 5.08035 -1.53680 -0.0739
H -3.76042 4.27340 -1.94320 0.2904
H -3.20043 4.77669 -0.27991 0.4553
H -4.03093 2.11999 -1.05070 0.4458
H -3.32338 2.31743 0.61636 0.1943
H -2.76689 1.05700 -0.41550 0.1051
C -1.58762 2.68141 4.75647 -0.8992
O -1.78840 2.34018 3.40673 -0.1723
C -1.87768 1.03184 3.11621 0.8420
C -3.19897 0.29325 3.44227 -0.5943
O -3.16242 -0.24580 4.76199 -0.2911
C -4.08733 -1.30770 4.92288 -0.6351
H -2.47469 2.36754 5.32912 0.3444
H -1.67738 3.76889 4.85962 0.3305
H -0.63808 2.25108 5.13576 0.3040
H -0.98756 0.51189 3.55850 -0.1806
H -1.69477 0.88311 2.02498 -0.5006
H -3.33902 -0.54678 2.68345 0.2778
H -4.09832 0.90786 3.43784 0.5087
H -3.85248 -1.73791 5.91980 0.2737
H -3.91149 -2.10677 4.19630 0.1669
H -5.11486 -0.91494 4.83768 0.2767
C 3.89027 -5.86574 -0.46761 -0.7318
O 4.39927 -4.57832 -0.69747 -0.3964
C 3.99037 -3.67259 0.29749 -0.1813
C 4.70822 -2.40168 0.25980 -0.1624
O 4.19357 -1.38058 -0.57298 -0.1910
C 4.03151 -1.62160 -1.92485 -0.4823
H 2.82069 -5.94632 -0.51566 0.2466
H 4.20798 -6.20197 0.51348 0.3251
H 4.31347 -6.46426 -1.25603 0.2762
H 4.24919 -3.99948 1.26418 0.5313
H 2.91511 -3.49398 0.16444 0.0927
H 5.85292 -2.61497 0.22202 0.1696
H 4.53091 -1.96772 1.27161 -0.1221
H 2.96073 -1.69920 -2.19190 0.1019
H 4.47279 -2.59586 -2.20153 0.4004
H 4.57160 -0.87487 -2.49785 0.1637
```